[1]
The following is a DFT calculation (ωB97M-V/def2-TZVPD) of a molecular structure, C41H40BBrCuIN3O4S.

Positions of all 93 atoms, in Å:
Cu 0.35013 -0.24776 0.27006
Br -1.23059 -6.97633 -2.34119
C -1.14017 -5.32586 -1.40655
C -1.18288 -5.31959 -0.00188
C -1.10098 -4.13845 0.68015
C -0.98649 -2.87176 0.02424
O -0.92795 -1.80571 0.72492
C -0.94413 -2.91171 -1.41250
C -0.73013 -1.75711 -2.24411
N -0.66784 -0.53864 -1.83705
C -0.34524 0.46283 -2.75305
C -0.85744 0.55344 -4.02470
C -0.49756 1.60944 -4.88625
C 0.36482 2.58531 -4.47826
C 0.89098 2.54953 -3.16362
C 1.76061 3.54352 -2.65968
C 2.20712 3.46386 -1.37331
C 1.78077 2.38249 -0.57783
N 0.98571 1.44231 -1.01570
C 0.53411 1.49670 -2.29619
C -1.01948 -4.15005 -2.08659
H -1.27192 -6.25581 0.53433
H -1.11817 -4.12297 1.76260
H -0.53816 -1.98158 -3.30083
H -1.56203 -0.19390 -4.36882
H -0.91867 1.63750 -5.88305
H 0.64670 3.39615 -5.13807
H 2.05616 4.35915 -3.30910
H 2.87026 4.20604 -0.95066
H 2.10984 2.29854 0.45313
H -0.97114 -4.15407 -3.16988
I 3.01834 -1.96705 5.29570
C 1.98284 -0.44504 4.32077
C 1.68061 0.73698 4.97610
C 0.98239 1.71098 4.28076
C 0.61863 1.46516 2.96755
N 0.92960 0.33273 2.33839
C 1.59514 -0.61426 3.00097
H 1.98038 0.89246 6.00381
H 0.71991 2.65001 4.74848
H 0.04797 2.18446 2.39330
H 1.82058 -1.51853 2.44966
C 4.48971 -3.76861 0.56140
C 3.33124 -3.26331 -0.27762
C 2.47386 -4.42699 -0.75673
O 2.48056 -2.43203 0.54927
B 1.96415 -1.41866 -0.23949
O 2.59725 -1.37915 -1.46605
C 3.72863 -2.28171 -1.41974
C 3.89719 -2.92864 -2.78116
C 4.95095 -1.43641 -1.08057
H 4.11080 -4.44296 1.33005
H 5.01529 -2.95260 1.05364
H 5.19845 -4.32236 -0.05835
H 2.04887 -4.93025 0.11198
H 3.06401 -5.14927 -1.32380
H 1.64424 -4.08081 -1.37247
H 2.97748 -3.40799 -3.11081
H 4.69226 -3.67704 -2.75440
H 4.16802 -2.16656 -3.51281
H 4.84046 -0.97389 -0.09849
H 5.04511 -0.64419 -1.82370
H 5.86461 -2.03249 -1.08944
O -1.39269 1.26154 0.75081
S -2.06925 2.03047 -0.33869
C -3.49946 1.03278 -0.87981
C -4.38476 0.58802 0.23979
C -5.63886 1.16391 0.42824
C -6.44552 0.76321 1.48245
C -5.99926 -0.21535 2.35965
C -4.74930 -0.79055 2.17705
C -3.94016 -0.39471 1.12143
C -2.96901 3.35226 0.51119
C -1.98454 4.19735 1.26507
C -1.95217 4.16804 2.65369
C -1.02430 4.92777 3.35250
C -0.10489 5.70782 2.66715
C -0.12303 5.73237 1.27837
C -1.06025 4.98529 0.58266
H -3.02263 0.18753 -1.37774
H -4.02532 1.63797 -1.62168
H -5.98899 1.92544 -0.26073
H -7.42188 1.21093 1.61647
H -6.62966 -0.53306 3.18037
H -4.39734 -1.55674 2.85506
H -2.95689 -0.83533 0.99061
H -3.69965 2.89035 1.17526
H -3.48820 3.91917 -0.26577
H -2.65782 3.54317 3.18803
H -1.02031 4.90906 4.43513
H 0.62046 6.29864 3.21109
H 0.59097 6.33996 0.73733
H -1.07103 5.00518 -0.50171

- Multiplicity: 2
- Electronic energy: -190123.813 eV
- Energy relative to the best compared isomer or geometry (same formula, charge and spin): 107.6 kJ/mol
- Expectation value of S²: 0.753
- E_HOMO (spin up / spin down): -0.2396 / -0.2584 hartree

***

[2]
The following is a DFT calculation (ωB97M-V/def2-TZVPD) of a molecular structure, C41H40CoN2O2P2S2.

Positions of all 90 atoms, in Å:
Co 0.87394 -0.98673 -1.22418
C 1.73234 -1.05562 -4.03987
N 1.00582 -0.16660 -3.08928
C 1.71940 1.10856 -2.87999
C 3.01981 0.82454 -2.18114
N 2.77352 0.00809 -0.95605
C 2.72612 0.90374 0.22059
C 3.85877 -0.96575 -0.79922
C 5.16248 -0.53027 -0.58534
C 6.19267 -1.44695 -0.47775
C 5.91184 -2.80398 -0.60378
C 4.61921 -3.23247 -0.83766
C 3.56927 -2.31362 -0.92961
S 1.93264 -2.88161 -1.24467
C -0.35584 0.02502 -3.59713
C -0.72895 1.10700 -4.36813
C -2.03882 1.18813 -4.83469
C -2.94325 0.18436 -4.53384
C -2.56009 -0.89290 -3.74234
C -1.26339 -0.97263 -3.25516
S -0.69706 -2.25973 -2.19015
H 1.92050 -0.51431 -4.97045
H 1.11751 -1.92960 -4.22919
H 2.66668 -1.39525 -3.60156
H 1.06487 1.73745 -2.27777
H 1.91219 1.62195 -3.82607
H 3.53810 1.75442 -1.93366
H 3.68557 0.26184 -2.83091
H 3.62530 1.52122 0.27042
H 2.64018 0.30821 1.12229
H 1.85463 1.55256 0.13003
H 5.37548 0.52894 -0.50609
H 7.20560 -1.10862 -0.30912
H 6.70963 -3.53154 -0.53318
H 4.40721 -4.28713 -0.95890
H -0.02495 1.88805 -4.61852
H -2.34045 2.03257 -5.43936
H -3.95858 0.23909 -4.90389
H -3.27471 -1.66577 -3.48775
O 0.75105 -1.11484 0.81383
P 0.02353 -0.61475 2.02704
C -0.58541 1.07901 1.77030
P -1.31611 1.23030 0.10726
O -0.37873 0.59868 -0.88359
C -2.93968 0.51672 0.30426
C -3.82517 1.09112 1.22365
C -5.06282 0.51750 1.44313
C -5.42004 -0.63840 0.75447
C -4.54121 -1.21406 -0.14628
C -3.29690 -0.63910 -0.37557
C -1.50090 2.97037 -0.25775
C -2.71305 3.53126 -0.64726
C -2.77163 4.87019 -1.01106
C -1.62484 5.64734 -0.99083
C -0.40745 5.09132 -0.61357
C -0.34532 3.75771 -0.25316
C -1.36008 -1.66743 2.43301
C -2.19231 -1.40033 3.51934
C -3.23356 -2.26143 3.81597
C -3.43882 -3.39355 3.03390
C -2.60814 -3.66446 1.95803
C -1.56520 -2.80102 1.65169
C 1.12296 -0.57095 3.43237
C 2.04522 -1.61411 3.53667
C 2.92029 -1.65344 4.60884
C 2.87746 -0.65819 5.57771
C 1.96236 0.37911 5.47751
C 1.08566 0.42640 4.40284
H 0.27289 1.75182 1.84598
H -1.31870 1.35765 2.52968
H -3.55777 1.99295 1.76443
H -5.74873 0.96468 2.14999
H -6.38739 -1.09058 0.93095
H -4.81426 -2.12235 -0.66768
H -2.59278 -1.11055 -1.04667
H -3.60940 2.92678 -0.68541
H -3.71504 5.30281 -1.31529
H -1.67492 6.69053 -1.27349
H 0.48773 5.69858 -0.60324
H 0.61017 3.32674 0.02642
H -2.02547 -0.53016 4.14594
H -3.88070 -2.05827 4.65864
H -4.25037 -4.06905 3.27132
H -2.76899 -4.54748 1.35404
H -0.91122 -2.99907 0.81070
H 2.08045 -2.38457 2.77511
H 3.63583 -2.46061 4.68809
H 3.56419 -0.69112 6.41316
H 1.93151 1.15255 6.23295
H 0.37665 1.24309 4.33473

- Electronic energy: -128115.628 eV
- Energy relative to the best compared isomer or geometry (same formula, charge and spin): 0.0 kJ/mol
- Charge: +1
- E_HOMO (spin up / spin down): -0.3542 / -0.3543 hartree

***

[3]
The following is a DFT calculation (ωB97M-V/def2-TZVPD) of a molecular structure, C41H40FN6O4ReS.

Positions of all 94 atoms, in Å:
Re -0.27566 0.07372 0.72409
N 3.62177 1.03052 2.21361
C 3.59578 2.38065 2.65895
C 4.72608 3.17332 2.59519
C 4.64182 4.49890 3.00501
C 3.43216 5.02407 3.43182
C 2.29279 4.22915 3.45027
C 2.38527 2.89737 3.08391
S 1.00713 1.80983 3.23082
N 1.33691 0.84701 1.82659
C 2.55718 0.50874 1.56629
C 2.74786 -0.50236 0.50519
C 3.96081 -1.12739 0.28786
C 4.05097 -2.11922 -0.67297
C 2.91228 -2.45128 -1.37959
C 1.73382 -1.77826 -1.10866
N 1.64286 -0.80321 -0.19989
H 4.52984 0.69374 1.94235
H 5.66414 2.76510 2.23700
H 5.52606 5.12088 2.98017
H 3.37059 6.05690 3.74598
H 1.33845 4.63385 3.76268
H 4.83257 -0.87689 0.87334
H 4.98859 -2.62702 -0.85244
H 2.91525 -3.22548 -2.13305
H 0.83278 -2.03763 -1.63612
N -2.32365 -0.19612 -0.03588
C -3.48969 0.28574 0.75464
C -3.50526 -0.28273 2.16659
C -2.40966 0.32229 3.01935
O -2.56588 0.75482 4.12387
O -1.20396 0.34513 2.43601
H -2.39734 0.23339 -0.95577
H -2.43614 -1.21721 -0.17048
H -4.39714 -0.01487 0.22806
H -3.46796 1.37334 0.78285
H -3.37703 -1.36767 2.13826
H -4.46331 -0.07271 2.63700
C -1.92838 3.43833 2.14589
C -1.60659 4.12517 0.82364
C -2.59646 3.73378 -0.27154
C -0.12365 4.01317 0.47342
C 0.63066 5.13207 0.83529
C 1.96647 5.25963 0.51729
C 2.56863 4.27107 -0.23456
C 1.87242 3.12852 -0.61615
C 2.57722 2.18132 -1.57690
C 2.54333 2.72424 -3.01351
C 4.05038 1.94192 -1.21501
C 0.53379 2.95870 -0.19391
N -0.14177 1.71696 -0.54507
C -0.53815 1.66874 -1.89818
C -0.70125 2.83641 -2.66855
C -1.09748 2.81243 -3.99093
C -1.35364 1.60988 -4.63996
C -1.20174 0.43599 -3.92758
C -0.80428 0.49396 -2.60880
F -0.69026 -0.72373 -1.96740
H -2.98118 3.56711 2.40518
H -1.32736 3.84108 2.96116
H -1.70957 2.37752 2.08710
H -1.76562 5.19441 0.98028
H -2.51839 2.68475 -0.55220
H -2.45987 4.32833 -1.17414
H -3.61111 3.91566 0.08799
H 0.13308 5.93623 1.36412
H 2.52103 6.14054 0.81408
H 3.59640 4.39677 -0.54778
H 2.05246 1.22744 -1.57163
H 3.03810 3.69676 -3.05468
H 1.53254 2.84073 -3.39574
H 3.08122 2.04602 -3.67979
H 4.66333 2.79906 -1.49540
H 4.43550 1.08333 -1.76829
H 4.20586 1.77397 -0.14955
H -0.48830 3.78880 -2.20582
H -1.20333 3.74998 -4.52026
H -1.66384 1.58518 -5.67458
H -1.38284 -0.53506 -4.36916
O -2.20310 -2.88715 0.20121
C -1.28656 -2.99198 1.00363
N -0.36376 -2.00635 1.31090
C 0.54969 -2.53040 2.24121
O 1.50039 -1.93344 2.69100
C 0.13739 -3.92461 2.56531
C 0.68161 -4.85103 3.42922
C 0.05516 -6.09305 3.49724
C -1.06668 -6.38014 2.72315
C -1.60483 -5.43472 1.85387
C -0.97602 -4.20840 1.80158
H 1.55188 -4.61875 4.02806
H 0.44355 -6.85089 4.16451
H -1.52837 -7.35513 2.80363
H -2.47678 -5.64749 1.25040

- Multiplicity: 4
- Electronic energy: -75977.582 eV
- Energy relative to the best compared isomer or geometry (same formula, charge and spin): 1.1 kJ/mol
- Expectation value of S²: 3.772
- Charge: +1
- E_HOMO (spin up / spin down): -0.3724 / -0.3900 hartree

***

[4]
The following is a DFT calculation (ωB97M-V/def2-TZVPD) of 2 unconnected molecules or ions with the total composition C41H40N2O5 in a non-equilibrium geometry.

Positions of all 88 atoms, in Å:
C -5.64259 0.53275 0.59650
N -4.58355 -0.18805 -0.06597
C -4.77466 -0.79749 -1.27924
O -5.79288 -0.72614 -1.96352
C -3.47117 -1.50968 -1.63138
C -2.99887 -1.17241 -3.04498
C -2.62806 0.28690 -3.12293
C -3.61974 1.26795 -3.20982
C -3.28339 2.61632 -3.09525
C -1.95322 2.98690 -2.87968
C -0.96980 1.99890 -2.82022
C -1.28530 0.66815 -3.06150
N -2.56166 -1.03312 -0.59106
C -1.22034 -1.15631 -0.66788
C -0.30920 -0.45253 0.09735
C 1.09198 -0.69646 0.00652
C 1.76251 -1.33448 1.10266
C 2.95845 -2.05849 0.87421
C 3.59461 -2.73903 1.90409
C 3.05089 -2.71750 3.19518
C 1.87017 -2.00657 3.44587
C 1.23532 -1.31004 2.41943
C -3.26896 -0.39978 0.54206
C -3.33274 -1.26489 1.76521
C -4.44521 -1.95782 2.08309
C -4.70312 -2.70368 3.30258
C -5.79174 -3.60865 3.33057
C -6.13561 -4.27309 4.50226
C -5.40147 -4.04547 5.67720
C -4.30389 -3.17170 5.65708
C -3.93942 -2.51663 4.47772
H -6.52296 0.51989 -0.05162
H -5.88698 0.06567 1.55548
H -5.33726 1.57014 0.77830
H -3.65030 -2.59495 -1.49170
H -2.14972 -1.82021 -3.28678
H -3.83436 -1.40018 -3.72194
H -4.66177 0.96455 -3.33598
H -4.05918 3.37748 -3.15017
H -1.66719 4.03123 -2.75695
H 0.05296 2.26453 -2.58578
H -0.49988 -0.09000 -3.12309
H -0.86243 -1.88354 -1.41053
H -0.67152 0.31487 0.79046
H 1.50777 -0.80153 -0.99990
H 3.37872 -2.07491 -0.13905
H 4.51883 -3.27834 1.69041
H 3.54909 -3.25695 4.00156
H 1.43494 -1.99474 4.44838
H 0.32028 -0.74147 2.60813
H -2.79478 0.56573 0.79055
H -2.39196 -1.38459 2.31238
H -5.25063 -1.99921 1.34129
H -6.35532 -3.76401 2.40739
H -6.97708 -4.96639 4.50141
H -5.68883 -4.54887 6.60147
H -3.73154 -3.00061 6.56991
H -3.08769 -1.83263 4.45178
C 4.03831 2.91698 -2.58369
C 2.80146 2.06997 -2.77846
C 2.04694 2.42955 -4.05139
O 3.12199 0.66102 -2.87915
C 3.61465 0.05712 -1.74855
O 4.28123 -0.95908 -1.85771
C 3.23934 0.61830 -0.45680
C 4.26288 0.57664 0.59930
C 5.40408 1.57554 0.34021
C 5.35271 2.84182 0.92302
C 6.30282 3.80213 0.56262
C 7.30258 3.48319 -0.36096
C 7.37063 2.20011 -0.91097
C 6.43099 1.23111 -0.54282
C 2.31395 1.73629 -0.42640
O 1.84138 2.17694 0.60306
O 1.90547 2.24749 -1.64730
H 4.56580 2.64194 -1.66167
H 4.71382 2.78671 -3.43697
H 3.74317 3.97078 -2.52273
H 1.27255 1.68884 -4.25612
H 1.59888 3.42161 -3.95557
H 2.74799 2.43928 -4.89025
H 3.76475 0.81549 1.54838
H 4.68156 -0.43464 0.63304
H 4.55099 3.06230 1.63380
H 6.25251 4.79395 1.01129
H 8.03712 4.23590 -0.64929
H 8.14923 1.93821 -1.62843
H 6.46162 0.21569 -0.95102

- Electronic energy: -56381.824 eV
- Energy relative to the best compared isomer or geometry (same formula, charge and spin): 0.0 kJ/mol
- E_HOMO: -0.2730 hartree

***

[5]
The following is a DFT calculation (ωB97M-V/def2-TZVPD) of a molecular structure, C41H41As2N3W.

Positions of all 88 atoms, in Å:
W -0.22155 -0.25808 1.03776
C -1.92374 -1.80345 1.52307
C -0.76239 -2.48153 1.93695
C 0.09329 -1.88165 2.86988
C -0.23413 -0.63181 3.42051
C -1.48805 -0.05085 3.14711
C -2.33322 -0.63166 2.19147
H -2.58584 -2.27270 0.80443
H -0.53928 -3.45806 1.52839
H 0.99165 -2.39610 3.19263
H 0.42099 -0.18092 4.15512
H -1.78707 0.85013 3.66978
H -3.30569 -0.20785 1.97768
C -0.81928 -1.18578 -2.63184
C -2.15843 -0.69396 -2.13350
As -1.85865 0.72019 -0.84054
C -3.56552 1.34219 -0.25781
C -3.78765 1.89731 1.00617
C -5.04809 2.36632 1.34625
C -6.08970 2.28044 0.42863
C -5.87204 1.73793 -0.82792
C -4.61324 1.26481 -1.18052
C -1.01515 2.13572 -1.80774
C 0.35522 2.15107 -2.04312
C 0.91006 3.15525 -2.81851
C 0.09567 4.15336 -3.34800
C -1.26910 4.14920 -3.09959
C -1.83614 3.14098 -2.32513
As 0.33901 -1.76046 -1.18994
C 2.11680 -1.71944 -1.91001
C 2.93684 -0.58481 -1.96311
C 4.16119 -0.64661 -2.61123
C 4.56259 -1.82511 -3.23044
C 3.73886 -2.93765 -3.21001
C 2.51799 -2.89915 -2.54306
C -0.07446 -3.59195 -0.85131
C -1.28942 -4.12712 -1.26953
C -1.56698 -5.46880 -1.01483
C -0.63580 -6.25977 -0.35927
C 0.58527 -5.72448 0.04487
C 0.87278 -4.39008 -0.20175
H -0.26710 -0.40352 -3.15594
H -0.89656 -2.04296 -3.30420
H -2.76739 -1.46623 -1.66182
H -2.74701 -0.25098 -2.93870
H -2.98282 2.00536 1.72249
H -5.21959 2.80494 2.32025
H -7.07376 2.64368 0.69428
H -6.68242 1.68167 -1.54260
H -4.47862 0.85552 -2.17299
H 0.99773 1.38675 -1.62979
H 1.97402 3.16558 -3.01757
H 0.52749 4.93784 -3.95543
H -1.89897 4.92610 -3.51220
H -2.90424 3.15021 -2.14537
H 2.64453 0.38490 -1.57425
H 4.79502 0.22921 -2.64748
H 5.51587 -1.87044 -3.74033
H 4.04351 -3.84738 -3.71027
H 1.90467 -3.78875 -2.53197
H -2.02138 -3.53992 -1.80946
H -2.50357 -5.89639 -1.34726
H -0.84819 -7.30501 -0.17658
H 1.31874 -6.35430 0.53094
H 1.84746 -4.00328 0.08036
N -0.59663 2.96488 1.08523
C -0.34076 4.01294 1.86070
C 0.50935 3.59720 2.87487
C 0.74299 2.26709 2.61170
N 0.06170 1.84443 1.50703
H -1.01534 3.00788 0.16439
H -0.75288 4.98244 1.62268
H 0.92516 4.19010 3.67193
H 1.37312 1.58905 3.16021
N 1.98419 -0.40945 1.02892
C 2.87828 0.44898 1.83154
C 3.27570 0.00711 3.08271
C 4.11183 0.81932 3.84176
C 4.53313 2.04366 3.33755
C 4.13225 2.45819 2.07328
C 3.29046 1.66007 1.30743
H 2.31630 -0.36361 0.06202
H 2.19512 -1.37357 1.28852
H 2.99023 -0.97063 3.45816
H 4.45300 0.48532 4.81253
H 5.19352 2.66876 3.92329
H 4.48250 3.40297 1.67949
H 2.96174 1.98918 0.32797

- Multiplicity: 3
- Electronic energy: -171115.478 eV
- Energy relative to the best compared isomer or geometry (same formula, charge and spin): 15.3 kJ/mol
- Expectation value of S²: 2.023
- Charge: +4
- E_HOMO (spin up / spin down): -0.7144 / -0.7135 hartree